1.
C50H34CrN5O3S | the ωB97M-V functional and the def2-TZVPD basis

Element x y z (Å)
Cr1 -0.60509 0.51527 -1.05484
C1 3.41760 4.93529 3.00654
C2 2.18923 5.31056 2.49310
C3 1.65854 4.66082 1.38813
C4 2.34510 3.62412 0.74150
C5 3.57399 3.24236 1.30406
C6 4.10321 3.88897 2.40543
C7 1.66791 2.84467 -0.34539
C8 0.41359 3.32566 -0.91429
C9 -0.03929 4.62334 -1.19114
C10 -1.21099 4.50808 -1.96070
C11 -1.43628 3.15011 -2.13871
N1 -0.46073 2.44905 -1.51015
C12 -2.38378 2.32405 -2.93753
C13 -3.22527 1.38882 -2.14785
C14 -4.58089 1.17795 -2.02335
C15 -4.74432 0.06356 -1.16728
C16 -3.47301 -0.37143 -0.79127
C17 -3.00190 -1.55763 -0.04886
C18 -3.78491 -2.14920 1.08067
C19 -5.16908 -2.00286 1.21785
C20 -5.84050 -2.44056 2.34895
C21 -5.15128 -3.03734 3.39449
C22 -3.77718 -3.18269 3.29028
C23 -3.10757 -2.73695 2.15973
C24 -1.76800 -2.09878 -0.30769
N2 -0.66844 -1.42447 -0.84497
C25 0.38846 -2.28236 -0.91051
C26 1.70736 -1.92514 -1.15755
C27 2.76581 -2.97723 -1.06579
C28 3.00540 -3.63442 0.13986
C29 4.01959 -4.57690 0.24706
C30 4.81341 -4.87692 -0.85256
C31 4.58839 -4.22452 -2.05831
C32 3.57342 -3.28218 -2.16007
C33 2.14509 -0.58094 -1.23638
C34 3.52082 -0.15170 -1.19006
C35 3.52950 1.15776 -0.83996
C36 2.16869 1.60910 -0.73894
N3 1.35687 0.50918 -1.06307
C37 -0.09071 -3.61119 -0.54060
C38 -1.36037 -3.48579 -0.12301
N4 -2.55754 0.46432 -1.39255
C39 -1.89960 1.83071 -4.21994
C40 -2.27129 0.55954 -4.68130
C41 -1.71640 0.03398 -5.83897
C42 -0.80246 0.77391 -6.57566
C43 -0.45336 2.05538 -6.15188
C44 -0.99105 2.57630 -4.98979
H1 3.81712 5.41552 3.89031
H2 1.61409 6.09288 2.97221
H3 0.67305 4.93570 1.05910
H4 4.11428 2.39461 0.92262
H5 5.03803 3.53985 2.82458
H6 0.46583 5.54090 -0.93906
H7 -1.80233 5.31219 -2.37075
H8 -5.36161 1.73657 -2.51654
H9 -5.68711 -0.40477 -0.95006
H10 -5.74329 -1.54082 0.43502
H11 -6.91190 -2.29731 2.41558
H12 -5.67292 -3.35686 4.28781
H13 -3.20727 -3.60639 4.10749
H14 -2.02819 -2.79006 2.15366
H15 2.40293 -3.38432 1.00675
H16 4.19858 -5.06193 1.19846
H17 5.60458 -5.61132 -0.76901
H18 5.20408 -4.44868 -2.92080
H19 3.39516 -2.77481 -3.10181
H20 4.37961 -0.77655 -1.37777
H21 4.40284 1.78345 -0.76346
H22 0.49240 -4.51644 -0.59504
H23 -2.01678 -4.27483 0.20688
H24 -2.98940 -0.01751 -4.11366
H25 -1.99395 -0.96266 -6.15879
H26 -0.35829 0.35497 -7.46986
H27 0.25103 2.64263 -6.72780
H28 -0.70251 3.56345 -4.64699
N5 -0.88245 0.87425 0.95925
C45 -0.23214 0.23157 2.10480
C46 1.09084 -0.17267 2.05576
C47 1.68959 -0.67386 3.20176
C48 0.97700 -0.77790 4.39370
C49 -0.36369 -0.41256 4.41596
C50 -0.96573 0.09156 3.27118
S1 1.83749 -1.21012 5.90420
O1 0.77376 -1.56829 6.82777
O2 2.70699 -2.30760 5.51164
O3 2.54269 0.01556 6.24146
H29 -0.69095 1.87784 0.98637
H30 -1.89194 0.78895 1.07293
H31 1.65449 -0.10412 1.13838
H32 2.72535 -0.99035 3.18272
H33 -0.91703 -0.52108 5.33970
H34 -2.01304 0.37972 3.28658

Forces on the atoms, in the same order (eV/Å):
Cr 0.0 -0.1 0.5
C 0.0 0.0 0.0
C 0.0 0.0 0.0
C 0.1 0.0 0.0
C -0.1 -0.1 -0.3
C 0.0 0.0 0.0
C 0.0 0.0 0.0
C -0.2 0.5 0.1
C 0.1 -0.1 0.1
C 0.0 0.1 0.0
C 0.1 0.0 -0.1
C -0.1 0.0 -0.2
N -0.1 -0.3 0.1
C 0.2 -0.4 0.2
C 0.3 0.1 0.3
C -0.2 -0.2 -0.1
C -0.1 0.1 -0.1
C 0.2 -0.1 0.2
C -0.5 0.3 0.0
C -0.1 0.1 -0.2
C -0.1 -0.1 -0.1
C 0.0 0.0 0.0
C 0.0 0.0 0.0
C 0.0 0.0 0.0
C 0.1 0.1 0.1
C 0.6 -0.3 -0.1
N 0.0 -0.1 -0.2
C -0.5 -0.2 0.2
C 0.3 0.2 -0.1
C 0.0 0.0 -0.1
C 0.0 0.0 0.1
C 0.0 0.0 0.0
C -0.1 0.0 0.0
C 0.0 0.0 0.1
C 0.0 0.0 -0.1
C 0.1 -0.1 0.3
C 0.1 -0.1 0.0
C 0.0 0.0 -0.1
C -0.1 -0.6 -0.1
N 0.1 0.2 -0.4
C 0.3 0.1 -0.1
C -0.3 0.2 0.1
N 0.1 0.0 -0.1
C -0.3 0.4 0.2
C -0.1 -0.2 -0.3
C -0.1 0.1 0.1
C 0.1 0.1 0.0
C -0.1 0.0 0.0
C 0.2 0.1 -0.1
H 0.0 0.0 0.0
H 0.0 0.0 0.0
H -0.1 0.0 0.0
H -0.1 0.1 0.2
H 0.0 0.0 0.0
H 0.0 0.0 0.0
H 0.0 0.0 0.0
H 0.0 0.0 0.0
H 0.0 0.1 0.0
H 0.0 0.0 0.0
H 0.0 0.0 0.0
H 0.0 0.0 0.0
H 0.0 0.0 0.0
H 0.0 0.0 0.0
H 0.0 0.0 0.0
H 0.0 0.0 0.0
H 0.0 0.0 0.0
H 0.0 0.0 0.0
H 0.0 0.0 0.0
H 0.0 0.0 0.0
H 0.0 -0.1 -0.1
H 0.0 0.0 0.0
H 0.0 0.0 0.0
H 0.0 0.0 0.0
H 0.0 0.0 0.0
H 0.0 0.0 0.0
H 0.0 0.0 0.0
H 0.0 0.0 0.0
N 0.0 0.3 -0.1
C -0.1 0.0 -0.1
C 0.1 -0.1 0.0
C -0.1 -0.1 0.1
C -0.1 0.3 -0.3
C 0.1 -0.1 0.0
C -0.1 -0.1 0.0
S 0.0 -0.2 0.1
O 0.0 0.0 0.0
O 0.0 -0.1 0.0
O 0.0 0.1 0.0
H 0.0 0.0 0.1
H 0.0 0.0 0.0
H 0.0 0.1 0.0
H 0.0 0.0 0.0
H 0.0 0.0 0.0
H 0.0 0.0 0.0

Summary:
Charge: -1
ΔE to the lowest compared entry with this formula, charge and spin in eV: 2.495
Calculated total energy in hartree: -3868.030261
HOMO level (spin up / spin down) in eV: -4.5 / -4.6
E_LUMO (spin up / spin down) in eV: 0.40 / 0.45
⟨S²⟩: 6.256
Multiplicity: 5

***

2.
C38H40F6N9O8S2V | the ωB97M-V functional and the def2-TZVPD basis

Element x y z (Å)
V1 0.07976 -0.57135 0.11392
C1 -4.24362 -0.82923 -0.03274
C2 -3.64133 -1.80146 -1.00972
C3 -4.41129 -2.20937 -2.09216
C4 -3.91301 -3.07200 -3.05278
C5 -2.62226 -3.55005 -2.92424
C6 -1.82113 -3.18013 -1.84478
C7 -0.46101 -3.81953 -1.71452
C8 -2.32368 -2.28323 -0.89112
N1 -1.50279 -1.86665 0.22830
C9 -1.97151 -2.21696 1.46870
O1 -2.90375 -2.94319 1.74176
C10 -1.10425 -1.65161 2.54674
C11 -1.33473 -1.77066 3.89512
C12 -0.36518 -1.29270 4.77062
C13 0.80834 -0.74460 4.26617
C14 0.93691 -0.62904 2.90358
N2 -0.01159 -1.05565 2.06882
C15 2.12588 -0.04297 2.21243
O2 3.20755 -0.04827 2.77717
N3 1.83880 0.38133 0.94734
C16 2.85873 1.24739 0.35911
C17 3.21923 2.43569 1.02706
C18 2.69678 2.84530 2.37907
C19 4.16235 3.28697 0.45096
C20 4.77543 2.99588 -0.74839
C21 4.46716 1.80315 -1.37034
C22 3.53620 0.91946 -0.83337
C23 3.42216 -0.41431 -1.52021
H1 -4.62759 -1.35714 0.83856
H2 -5.07159 -0.29245 -0.49711
H3 -3.50386 -0.10289 0.30830
H4 -5.42573 -1.83211 -2.18082
H5 -4.53210 -3.38260 -3.88635
H6 -2.22863 -4.25334 -3.65154
H7 -0.40490 -4.69987 -2.35571
H8 -0.28112 -4.13171 -0.68600
H9 0.34011 -3.14249 -2.01695
H10 -2.24555 -2.24925 4.22684
H11 -0.51810 -1.36390 5.84005
H12 1.61432 -0.39739 4.89694
H13 2.74560 3.92847 2.48229
H14 1.67609 2.52735 2.56012
H15 3.32100 2.39951 3.15424
H16 4.42321 4.19640 0.98010
H17 5.51058 3.67036 -1.17442
H18 4.99727 1.52330 -2.27742
H19 4.09635 -0.43757 -2.37834
H20 2.42453 -0.64544 -1.87514
H21 3.74516 -1.20724 -0.85268
F1 -3.25971 2.73502 0.42510
C24 -2.40628 3.18202 1.33959
F2 -2.94146 3.03358 2.54184
F3 -2.13383 4.45559 1.12963
S1 -0.81582 2.18886 1.30555
O3 -1.21857 0.95766 0.56727
O4 -0.47090 1.99622 2.67369
N4 0.18871 3.09563 0.52834
S2 0.05391 3.34206 -1.02788
O5 -1.30546 3.53917 -1.46925
O6 0.83468 2.44442 -1.85140
C25 0.92266 4.99364 -1.17045
F4 1.94569 4.85923 -2.01196
F5 0.05906 5.86106 -1.67859
F6 1.36019 5.42501 -0.00296
N5 -2.45690 0.92358 -2.12902
C26 -1.46751 0.86440 -3.18503
C27 -2.10004 0.61489 -4.55307
C28 -1.17886 0.65199 -5.78516
C29 -0.40219 1.97159 -5.94542
N6 0.78447 2.15531 -5.09084
C30 1.89692 1.43461 -5.18478
N7 2.84606 1.54534 -4.25282
N8 2.11987 0.68754 -6.26652
C31 -0.36814 -0.14624 -2.86040
O7 0.38224 -0.61968 -3.65559
O8 -0.12691 -0.37093 -1.51991
H22 -3.39499 0.96781 -2.50084
H23 -2.31258 1.72632 -1.52892
H24 -0.93192 1.81644 -3.22459
H25 -2.84737 1.40149 -4.67821
H26 -2.62155 -0.34527 -4.51007
H27 -1.80689 0.53707 -6.67061
H28 -0.48732 -0.18658 -5.74614
H29 -1.05876 2.80873 -5.71585
H30 -0.08010 2.09623 -6.98156
H31 0.66106 2.63000 -4.20876
H32 2.61641 1.94057 -3.34829
H33 3.62037 0.90586 -4.26433
H34 1.40823 0.56166 -6.96228
H35 2.93656 0.10776 -6.32759
N9 1.31843 -2.06502 0.11305
C32 2.12535 -2.82219 0.38753
C33 3.14454 -3.75635 0.73702
C34 3.34582 -4.89877 -0.03897
C35 4.34197 -5.78576 0.31824
C36 5.12313 -5.53853 1.44215
C37 4.92080 -4.39633 2.20874
C38 3.93462 -3.49140 1.86052
H36 2.72666 -5.07926 -0.91024
H37 4.50995 -6.67276 -0.27877
H38 5.90047 -6.23925 1.72308
H39 5.53869 -4.20662 3.07674
H40 3.79003 -2.57828 2.42955

Forces on the atoms, in the same order (eV/Å):
V -0.6 0.7 1.3
C 0.2 0.0 0.0
C 0.2 0.2 0.0
C -0.1 0.0 0.0
C 0.0 0.0 0.0
C 0.1 0.0 0.0
C 0.1 0.0 0.1
C -0.1 0.1 0.0
C 0.0 0.1 0.1
N -0.3 0.0 0.1
C 0.2 -0.1 -0.4
O -0.2 0.0 0.0
C 0.1 0.0 -0.4
C 0.0 -0.1 0.3
C 0.0 0.0 0.0
C 0.0 -0.1 0.2
C 0.0 0.0 -0.4
N -0.2 0.1 1.3
C 0.1 -0.1 -0.4
O 0.1 0.1 0.0
N -0.1 0.3 0.0
C -0.1 -0.2 0.0
C -0.1 0.1 0.1
C 0.0 -0.1 -0.1
C 0.0 0.0 0.0
C 0.1 0.1 0.0
C 0.0 0.0 -0.1
C -0.1 -0.1 0.1
C 0.0 0.1 0.0
H 0.0 0.0 0.1
H 0.0 0.0 0.0
H 0.0 0.0 0.0
H 0.1 0.0 0.0
H 0.0 0.0 0.0
H 0.0 0.0 0.1
H 0.0 0.0 0.0
H 0.0 0.0 0.0
H 0.0 0.0 0.0
H 0.0 0.0 0.0
H 0.0 0.0 0.0
H 0.0 0.0 0.0
H 0.0 0.0 0.0
H 0.1 0.0 0.0
H 0.0 0.0 0.0
H 0.0 0.0 0.0
H -0.1 -0.1 0.0
H 0.0 0.0 0.1
H 0.0 0.0 0.0
H -0.2 -0.1 -0.1
H 0.0 -0.2 0.1
F 0.0 0.1 0.0
C -0.1 -0.4 0.1
F -0.1 0.0 0.0
F -0.1 0.1 0.0
S -0.5 0.3 -0.2
O 0.6 0.4 0.3
O 0.2 0.1 -0.1
N 0.0 -0.5 -0.2
S -0.1 0.1 0.0
O 0.2 0.1 0.1
O 0.3 -0.1 0.0
C 0.0 -0.1 0.0
F 0.0 0.1 0.0
F 0.0 0.1 0.0
F 0.0 0.0 -0.1
N 0.0 -0.1 -0.1
C -0.2 0.0 0.4
C 0.1 -0.1 -0.2
C 0.1 0.2 0.5
C 0.0 -0.1 0.0
N -0.2 -0.4 0.2
C 0.0 0.3 -0.2
N -0.3 0.0 0.1
N 0.0 -0.1 0.0
C 0.1 0.5 0.0
O 0.2 -0.4 -0.1
O -0.3 0.5 -2.4
H 0.0 -0.1 0.0
H -0.1 -0.1 -0.2
H 0.1 -0.1 0.0
H -0.1 0.0 0.0
H -0.1 0.0 -0.1
H 0.0 0.0 0.0
H 0.0 -0.1 -0.1
H 0.0 0.1 -0.1
H -0.1 0.1 0.0
H 0.0 0.1 0.1
H 0.0 0.0 0.1
H 0.1 0.0 0.0
H 0.0 0.0 0.0
H 0.0 0.0 0.0
N 0.7 -0.9 -0.1
C 0.5 -0.7 0.0
C 0.1 0.0 0.1
C -0.2 0.0 -0.1
C 0.1 -0.1 0.0
C 0.0 0.0 0.0
C 0.0 -0.1 0.0
C 0.0 0.2 0.0
H 0.0 0.0 0.1
H 0.0 0.0 0.0
H 0.0 0.0 0.0
H 0.0 0.0 0.0
H 0.0 -0.1 0.0

Summary:
Charge: +1
Calculated total energy in hartree: -4906.313384
HOMO level (spin up / spin down) in eV: -10.5 / -10.5
E_LUMO (spin up / spin down) in eV: -4.13 / -3.68
⟨S²⟩: 0.761
Multiplicity: 2

***

3.
C21H46BrN7O7P | the ωB97M-V functional and the def2-TZVPD basis

Element x y z (Å)
C1 4.95926 -0.96419 -0.54624
C2 4.24732 -0.01714 -0.33302
C3 3.40012 1.13088 -0.16584
C4 2.19349 0.81800 0.78085
C5 0.85120 1.26170 0.12599
Br1 -0.35225 -0.17312 0.75889
C6 0.29635 2.67293 0.41703
C7 0.22779 3.20982 1.87474
N1 -0.28542 4.60620 1.76084
N2 -0.68921 2.53832 2.75873
N3 1.55152 3.34977 2.48320
N4 1.14392 1.27102 -1.37693
C8 0.70962 0.13020 -2.23009
C9 -0.78753 0.06252 -2.56173
C10 -1.52703 1.40057 -2.75678
O1 -2.90634 1.17083 -2.49583
C11 -3.29373 1.75865 -1.26359
C12 2.60886 1.63247 -1.39282
P1 3.48967 1.65936 -3.00401
O2 3.72422 0.33271 -3.50548
O3 4.92189 2.35209 -2.74208
O4 2.67883 2.59740 -4.02871
H1 5.60887 -1.79338 -0.46241
H2 3.89582 2.01556 0.22339
H3 2.11742 -0.26434 0.67924
H4 2.29221 0.97429 1.84338
H5 -0.73144 2.68657 0.04353
H6 0.82374 3.44676 -0.14958
H7 -0.92032 4.62440 0.96918
H8 0.48643 5.22792 1.54266
H9 -1.55944 2.34579 2.27889
H10 -0.31902 1.67103 3.12350
H11 1.62509 2.58758 3.15066
H12 1.52300 4.17308 3.07611
H13 0.76550 2.12707 -1.78282
H14 1.26056 0.07509 -3.16482
H15 0.98389 -0.78632 -1.71049
H16 -0.86706 -0.48131 -3.50103
H17 -1.36038 -0.52561 -1.85393
H18 -1.21494 2.17272 -2.04585
H19 -1.43671 1.74970 -3.78472
H20 -3.19140 2.84680 -1.35038
H21 -2.71138 1.37314 -0.41849
H22 -4.34314 1.57086 -1.06460
H23 2.55154 2.70415 -1.14860
H24 4.76358 3.21024 -2.31554
H25 2.88770 3.52020 -3.82102
C13 -1.48099 -0.30208 5.07999
O5 -1.69292 -0.12496 3.88741
N5 -2.34820 -0.84783 5.93630
C14 -2.03645 -1.02977 7.34314
C15 -3.64852 -1.27280 5.43948
H26 -0.52778 -0.01353 5.55339
H27 -2.09224 -2.08942 7.59641
H28 -2.75471 -0.47840 7.95145
H29 -1.03494 -0.66588 7.56163
H30 -3.51510 -2.02139 4.65816
H31 -4.17391 -0.41877 5.01175
H32 -4.23597 -1.69330 6.25079
C16 -7.55978 0.66781 -1.18189
O6 -6.68049 1.34092 -0.67310
N6 -7.51714 -0.66665 -1.33075
C17 -8.60080 -1.41095 -1.94563
C18 -6.34526 -1.38424 -0.85920
H33 -8.48719 1.11823 -1.57087
H34 -8.99606 -2.13918 -1.23519
H35 -8.23124 -1.93693 -2.82776
H36 -9.40166 -0.73868 -2.24487
H37 -6.21757 -1.21555 0.21101
H38 -5.45676 -1.01462 -1.37424
H39 -6.46001 -2.44811 -1.04933
C19 7.03217 -5.12427 -0.83500
O7 6.51445 -5.90144 -0.05922
N7 6.66372 -4.95661 -2.12101
C20 7.32141 -4.00450 -2.99505
C21 5.56968 -5.75902 -2.64301
H40 7.87089 -4.47017 -0.53645
H41 6.58871 -3.27618 -3.35056
H42 7.75115 -4.52763 -3.85118
H43 8.11457 -3.48229 -2.46364
H44 4.66570 -5.56952 -2.06271
H45 5.81663 -6.81730 -2.55592
H46 5.39235 -5.51066 -3.68632

Forces on the atoms, in the same order (eV/Å):
C -0.6 0.8 0.9
C 0.9 -0.7 -0.6
C -1.8 0.6 0.6
C -0.1 -1.5 -1.4
C 0.2 0.3 1.4
Br -0.3 0.8 -0.4
C -0.3 -0.6 0.4
C -0.3 1.7 0.5
N 0.2 -0.7 -0.4
N 0.4 -0.1 -0.3
N -0.2 -0.7 -0.1
N 0.9 -0.2 -0.5
C -0.5 -1.6 -0.2
C -0.1 0.6 -0.1
C -0.7 -0.7 0.3
O 0.2 0.1 0.0
C -0.3 0.3 -0.1
C 1.0 2.0 -0.4
P 1.2 -1.1 -0.8
O -0.5 -1.3 -0.6
O -1.7 0.7 0.7
O 0.2 0.2 1.3
H 0.2 -0.4 -0.4
H 0.6 -0.2 0.0
H 0.2 -0.1 0.3
H 0.0 0.6 0.0
H -0.1 0.0 0.0
H 0.4 -0.2 0.0
H -0.2 0.4 0.1
H 0.0 0.0 -0.2
H -0.2 -0.2 0.3
H -0.3 -0.3 -0.1
H 0.4 0.0 0.0
H -0.1 0.1 0.0
H -0.8 -0.2 0.2
H 0.5 0.7 0.1
H 0.1 0.0 0.2
H 0.1 -0.1 -0.1
H 0.1 0.1 0.3
H 0.3 0.2 -0.2
H 0.2 0.2 0.0
H 0.1 0.0 0.2
H 0.1 0.0 0.0
H -0.1 -0.3 -0.2
H -0.1 0.0 0.0
H 0.8 0.1 0.0
H -0.3 0.2 -0.5
C 0.1 0.1 0.0
O 0.1 0.0 0.0
N 0.0 0.0 0.2
C -0.2 -0.1 -0.1
C 0.1 0.1 -0.2
H 0.0 0.0 0.0
H 0.0 0.0 0.1
H 0.1 0.0 0.1
H 0.0 0.0 -0.1
H -0.1 0.0 0.0
H -0.1 -0.1 0.0
H 0.1 0.0 0.0
C -0.1 0.1 0.0
O 0.2 -0.1 0.0
N -0.1 -0.1 -0.1
C 0.2 -0.1 0.1
C 0.0 0.3 0.0
H 0.0 0.0 0.0
H -0.1 0.0 -0.1
H -0.1 0.0 0.0
H 0.0 0.0 0.0
H 0.1 -0.1 0.0
H 0.0 -0.1 0.0
H -0.1 0.0 0.0
C 0.1 0.0 0.1
O -0.1 0.0 0.0
N 0.1 0.2 0.0
C -0.3 -0.2 0.0
C 0.1 0.0 0.2
H 0.0 0.0 -0.1
H 0.1 0.1 -0.1
H 0.1 0.1 0.0
H 0.0 0.0 0.0
H 0.0 -0.1 -0.1
H -0.1 0.0 0.0
H 0.1 0.0 0.0

Summary:
Charge: +1
Calculated total energy in hartree: -4652.841419
HOMO level in eV: -10.8
E_LUMO in eV: -3.17